Below is a gas-phase ion, C11H14NO2S (charge +1) in a non-equilibrium geometry, with properties calculated with wB97M-V/def2-TZVPD.

```
29
Properties=species:S:1:pos:R:3:lowdin_charge:R:1
C -1.854 -2.744 0.066 -0.04
C -2.491 -2.070 -1.058 0.01
C -0.842 -2.195 0.779 -0.03
C -2.216 -0.762 -1.153 -0.01
C -0.405 -0.889 0.479 -0.25
C 0.860 -0.540 0.696 -0.47
C 2.065 0.249 0.431 -0.48
C -1.818 1.119 0.068 -0.23
C 3.524 1.042 -1.460 -0.09
C -0.824 1.442 2.254 -0.01
C 2.366 0.151 -1.032 -0.25
N -1.345 -0.092 -0.250 0.10
O -2.549 1.747 -0.875 0.19
O -1.175 1.912 0.975 0.03
S 2.260 -1.259 1.478 1.01
H -2.325 -3.696 0.264 0.11
H -3.152 -2.528 -1.674 0.09
H -0.399 -2.722 1.686 0.15
H -2.564 0.005 -1.854 0.14
H 2.156 1.173 0.953 0.11
H 3.874 1.009 -2.540 0.10
H 4.430 0.960 -0.939 0.05
H 3.210 2.156 -1.294 0.11
H 0.276 1.447 2.229 0.10
H -1.267 0.497 2.526 0.12
H -1.038 2.230 2.891 0.09
H 2.516 -0.860 -1.275 0.10
H 1.477 0.563 -1.495 0.11
H -2.752 2.653 -0.879 0.14
```

As for the HOMO energy: -0.427 Eh. The value obtained for the total energy is -28043.825 eV. The energy above the lowest of the compared OMol25 structures with the same formula, charge and spin is 42.54 kcal per mole. As for the total charge: +1. Its SMILES is CC[C@@H]1S/C1=c1\cccc\[n+]1=C(/O)OC.

Below is a molecular structure, C26H25N3O2S4Tc, with properties calculated with wB97M-V/def2-TZVPD.

```
61
Properties=species:S:1:pos:R:3:lowdin_charge:R:1
Tc 0.565 -1.587 0.218 0.93
S 4.184 -4.079 0.672 1.25
C 3.370 -4.718 -0.730 -0.42
C 3.774 -5.759 -1.558 -0.05
C 2.962 -6.076 -2.628 -0.04
C 1.776 -5.372 -2.868 -0.04
C 1.374 -4.341 -2.043 0.00
C 2.186 -4.018 -0.962 -0.27
N 1.961 -3.022 -0.007 -0.09
C 2.947 -2.954 0.895 -0.51
C 2.853 -1.918 1.915 -0.24
C 3.716 -1.779 2.989 0.00
C 3.463 -0.786 3.930 -0.02
C 2.345 0.027 3.813 -0.03
C 1.457 -0.137 2.750 -0.09
C 1.718 -1.089 1.775 -0.28
H 4.692 -6.300 -1.373 0.13
H 3.247 -6.880 -3.291 0.12
H 1.164 -5.645 -3.717 0.12
H 0.456 -3.799 -2.220 0.07
H 4.570 -2.434 3.110 0.12
H 4.136 -0.659 4.767 0.13
H 2.152 0.789 4.556 0.12
H 0.584 0.501 2.691 0.10
C -3.999 2.541 -0.080 -0.08
C -3.488 1.963 -1.395 -0.21
C -2.279 1.053 -1.235 -0.18
N -1.183 1.805 -0.600 0.07
C 0.072 1.465 -0.525 -0.65
S 0.640 0.005 -1.382 0.72
N 0.989 2.188 0.129 0.13
C 0.764 3.244 1.124 -0.35
O 1.394 3.150 2.135 0.17
C -0.184 4.316 0.780 -0.19
C -0.869 4.937 1.827 0.00
C -1.746 5.971 1.549 -0.04
C -1.919 6.400 0.239 -0.04
C -1.217 5.801 -0.802 -0.04
C -0.351 4.755 -0.536 -0.04
H -4.936 3.072 -0.242 0.09
H -3.311 3.268 0.363 0.06
H -4.185 1.757 0.656 0.09
H -3.244 2.763 -2.098 0.12
H -4.271 1.367 -1.866 0.12
H -1.935 0.682 -2.199 0.11
H -2.518 0.199 -0.595 0.10
H -1.453 2.683 -0.163 0.11
H 1.901 1.755 0.223 0.14
H -0.703 4.603 2.842 0.13
H -2.285 6.452 2.353 0.12
H -2.595 7.217 0.027 0.12
H -1.333 6.164 -1.814 0.12
H 0.218 4.305 -1.341 0.13
C -2.079 -3.291 -2.340 -0.05
O -1.482 -2.771 -1.125 -0.33
C -2.289 -2.635 -0.055 -1.28
S -3.843 -2.969 0.094 0.84
S -1.299 -1.949 1.265 0.69
H -1.299 -3.238 -3.093 0.09
H -2.929 -2.673 -2.623 0.09
H -2.406 -4.316 -2.179 0.11
```

As for the HOMO energy (alpha / beta): -0.521 / -0.525 Eh. The expectation value of S² is 0.763. The spin multiplicity is 2. The value obtained for the total energy is -81458.792 eV. The energy above the lowest of the compared OMol25 structures with the same formula, charge and spin is 0.00 kcal per mole. As for the total charge: +2.

Below is 2 unconnected molecules or ions with the total composition C3H5O3 in a non-equilibrium geometry, with properties calculated with wB97M-V/def2-TZVPD.

```
11
Properties=species:S:1:pos:R:3:lowdin_charge:R:1
C -0.425 0.858 -2.277 -0.06
C -0.054 0.356 -1.093 -0.37
O 1.013 -0.377 -0.851 -0.08
H -1.058 1.733 -2.308 0.01
H -0.031 0.452 -3.195 0.02
H -0.576 0.620 -0.168 0.10
H 0.887 -0.905 0.105 0.03
O 0.563 -1.043 1.379 -0.09
C 0.076 -0.682 2.484 -0.61
O 0.332 -1.098 3.601 -0.06
H -0.727 0.085 2.321 0.10
```

As for the HOMO energy: -0.165 Eh. The value obtained for the total energy is -9335.292 eV. The energy above the lowest of the compared OMol25 structures with the same formula, charge and spin is 14.07 kcal per mole. As for the total charge: -1.

Below is 6 unconnected molecules or ions with the total composition H12O5S2 in a non-equilibrium geometry, with properties calculated with wB97M-V/def2-TZVPD.

```
19
Properties=species:S:1:pos:R:3:lowdin_charge:R:1
S 2.677 1.621 -3.425 0.21
S 2.167 1.015 -1.334 0.26
H 3.978 0.993 -3.354 -0.15
H 2.372 2.243 -0.849 -0.22
H -1.156 -1.600 -0.692 0.03
H -0.072 -0.609 -1.223 -0.06
O -0.882 -1.035 -1.404 -0.04
H -0.603 0.403 1.387 0.02
H -0.919 1.842 1.078 0.08
O -0.165 1.267 1.392 -0.09
H -2.856 3.305 3.760 0.03
H -1.589 2.454 4.222 0.03
O -2.533 2.604 4.325 -0.06
H -0.412 -3.027 -2.384 0.01
H -1.272 -3.204 -3.548 0.01
O -1.116 -3.585 -2.709 -0.04
H 0.564 -0.912 1.361 -0.06
H 1.248 -1.960 2.033 0.06
O 0.569 -1.816 1.364 -0.01
```

As for the HOMO energy: -0.362 Eh. The value obtained for the total energy is -32101.777 eV. The energy above the lowest of the compared OMol25 structures with the same formula, charge and spin is 36.87 kcal per mole. Its SMILES is SS.O.O.O.O.O.

Question: Among the records above, which one has the lowest energy above the lowest of the compared OMol25 structures with the same formula, charge and spin?
Answer: C26H25N3O2S4Tc

Question: The highest energy above the lowest of the compared OMol25 structures with the same formula, charge and spin belongs to which entry?
Answer: C11H14NO2S

Question: What is the formula in the second record?
Answer: C26H25N3O2S4Tc

Question: Which of these has the highest energy above the lowest of the compared OMol25 structures with the same formula, charge and spin?
Answer: C11H14NO2S